A structure of composition C3H5MgO3, computed with wB97M-V/def2-TZVPD.

XYZ file:
```
12
Properties=species:S:1:pos:R:3:forces:R:3:mulliken_charge:R:1
H 0.945 0.470 -1.488 0.79 1.14 0.01 0.335
C 0.402 1.206 -0.853 -1.01 -0.65 1.68 0.079
C 0.767 0.856 0.543 -0.84 -1.02 0.09 -0.862
O 0.985 -0.572 0.808 0.45 1.50 0.17 -0.279
C -0.073 -1.299 0.854 -0.50 -0.19 -0.13 0.239
O 0.243 -2.553 0.969 0.06 0.36 -0.30 -0.345
Mg -1.729 0.115 0.405 0.97 0.51 -1.62 1.005
O -0.941 0.937 -1.197 -1.72 -0.90 1.47 -0.644
H 0.443 2.316 -0.835 1.10 -0.46 -0.59 0.363
H 1.175 1.912 -2.342 0.35 0.40 -1.09 0.206
H 0.845 1.545 1.383 0.48 -0.53 -0.03 0.446
H -0.512 -3.115 0.752 -0.12 -0.17 0.35 0.458
```
Forces are in eV/Å.

The energy relative to the best compared isomer or geometry (same formula, charge and spin) comes out at 148.2 kcal per mole. The value obtained for the gap between HOMO and LUMO (spin up / spin down) is 5.7 / 7.6 eV. As for the total charge: +1.

A structure of composition C9H14N2PRu, computed with wB97M-V/def2-TZVPD.

XYZ file:
```
27
Properties=species:S:1:pos:R:3:forces:R:3:mulliken_spin:R:1
C -0.498 -1.215 -2.926 0.98 1.12 -2.19 0.157
C -1.254 -0.118 -3.488 -0.56 -3.19 -1.16 0.427
C -0.779 1.097 -3.071 1.70 2.95 1.38 0.406
C 0.375 0.905 -2.220 -1.19 1.40 -2.11 0.270
C 0.915 -0.454 -2.558 0.87 -1.60 -0.96 0.360
Ru -0.207 -0.766 -1.016 -1.84 -1.04 4.34 3.083
P 0.684 -3.002 -0.505 0.37 -0.41 0.52 0.133
H -0.676 -2.224 -3.270 0.66 0.00 -0.32 -0.037
H -2.081 -0.316 -4.142 -0.36 0.25 -0.10 0.042
H -1.225 2.058 -3.378 0.32 -0.51 0.55 -0.006
H 1.963 -0.832 -2.764 -1.48 0.91 -0.10 0.037
H 0.781 1.720 -1.621 0.52 -0.28 -0.58 0.004
H 1.981 -3.109 0.134 -0.51 -0.14 -0.38 0.029
H 0.873 -4.003 -1.513 -0.04 0.28 0.42 0.006
H 0.025 -3.806 0.484 0.25 -0.03 -0.35 0.043
C 0.124 2.631 3.464 -0.02 0.06 0.73 -0.003
N -0.064 1.426 2.676 -0.05 -0.60 0.03 0.019
C 0.080 0.132 3.156 -0.25 0.10 -0.76 -0.001
C -0.197 -0.682 2.094 0.48 0.66 0.03 0.017
N -0.408 0.063 0.950 -0.44 1.16 1.59 -0.092
C -0.416 1.334 1.362 0.69 -0.80 0.78 0.124
H -0.614 2.689 4.275 -0.27 0.11 -0.49 0.002
H 1.066 2.582 4.033 0.01 0.07 -0.70 0.001
H 0.080 3.527 2.828 0.07 -0.41 0.28 0.002
H 0.408 -0.109 4.154 -0.16 0.18 0.01 0.000
H -0.255 -1.744 2.040 0.18 -0.46 0.12 -0.010
H -0.681 2.215 0.824 0.06 0.21 -0.62 -0.012
```
Forces are in eV/Å.

The energy relative to the best compared isomer or geometry (same formula, charge and spin) comes out at 17.8 kcal per mole. The value obtained for the gap between HOMO and LUMO (spin up / spin down) is 3.7 / 7.1 eV. Its expectation value of S² is 8.7744. Its multiplicity is 6. As for the total charge: 0.

A structure of composition C23H31AlBrF4N3O7, computed with wB97M-V/def2-TZVPD.

XYZ file:
```
70
Properties=species:S:1:pos:R:3:forces:R:3:mulliken_charge:R:1
C -7.346 1.764 -0.750 0.82 -1.26 0.68 -0.905
C -5.969 1.626 -1.511 -2.19 0.55 -0.42 0.630
O -5.920 2.074 -2.624 1.01 -0.31 0.63 -0.474
O -4.909 0.978 -0.876 -0.50 1.45 -0.32 -0.327
C -3.718 1.795 -0.857 1.04 -0.14 0.55 -0.632
C -2.467 0.908 -1.304 -1.82 -0.06 -0.23 -0.519
N -1.587 0.775 -0.127 0.46 -0.02 -0.90 0.431
C -0.276 0.870 -0.142 0.15 0.07 0.78 -0.980
N 0.378 1.120 -1.380 0.43 0.23 2.06 -0.364
Br 0.260 2.951 -1.862 -0.59 0.08 -0.21 0.081
C 1.843 0.829 -1.340 1.94 -0.59 -0.30 -0.036
C 2.201 -0.678 -1.630 -0.19 -0.32 -0.20 -0.941
C 1.383 -1.322 -2.804 0.48 -0.61 0.57 0.219
O 1.253 -0.743 -3.851 -0.24 -0.39 0.48 -0.550
C 0.809 -2.761 -2.518 -0.72 -1.11 0.26 0.197
C 1.570 -3.981 -2.760 -1.42 -0.62 0.80 -0.381
C 1.007 -5.297 -2.438 -1.92 1.68 0.76 -0.515
C -0.342 -5.387 -1.868 0.74 2.33 -0.46 -0.478
C -1.096 -4.145 -1.626 1.45 0.20 -0.55 -0.457
C -0.535 -2.840 -1.950 1.46 -1.96 -0.26 0.082
C 2.576 1.303 -0.033 -0.42 1.24 -0.56 -1.370
C 1.666 1.343 1.248 1.58 1.55 1.22 0.844
C 2.568 0.805 2.453 -0.20 -1.01 -1.25 -1.579
C 1.326 2.861 1.640 -1.02 -0.72 0.15 -0.612
C 0.406 2.839 2.916 0.20 0.52 0.39 0.161
O 0.794 2.727 4.047 0.11 0.05 -0.75 -0.516
O -0.973 3.009 2.701 0.94 0.43 -0.76 -0.417
N 0.353 0.652 1.127 0.76 -1.01 -2.31 1.123
C 0.406 -0.803 1.454 -2.04 -1.31 0.19 -0.509
C -0.079 -1.119 2.948 0.64 0.78 -0.65 -0.895
O 0.946 -1.900 3.596 -1.53 -0.66 -0.49 -0.329
C 0.963 -3.218 3.143 1.14 -1.19 -0.30 0.710
C -0.266 -4.181 3.135 -0.56 0.91 0.42 -0.890
O 2.020 -3.656 2.766 -0.58 0.39 0.32 -0.499
H -7.605 2.837 -0.564 0.41 -0.93 -0.38 0.279
H -8.147 1.268 -1.362 0.86 0.66 0.48 0.288
H -7.275 1.224 0.230 -0.21 0.57 -0.78 0.282
H -3.581 2.111 0.221 -0.02 -0.30 -1.07 0.275
H -3.808 2.738 -1.447 -0.07 -1.00 0.15 0.434
H -1.973 1.307 -2.217 -0.06 -0.20 1.07 0.492
H -2.899 -0.097 -1.589 0.56 0.92 0.43 0.293
H -2.050 0.593 0.769 0.44 0.32 -0.38 0.431
H 2.304 1.418 -2.180 -0.68 -0.68 0.76 0.865
H 2.154 -1.351 -0.738 -0.08 0.68 -0.60 0.225
H 3.282 -0.679 -1.959 -1.08 0.04 0.31 0.546
H 2.608 -3.964 -3.166 -1.01 0.25 0.32 0.371
H 1.551 -6.257 -2.572 -0.21 1.09 -0.08 0.360
H -0.806 -6.372 -1.616 0.57 1.04 -0.27 0.362
H -2.118 -4.149 -1.170 1.06 -0.28 -0.54 0.369
H -1.093 -1.899 -1.743 0.38 -0.89 -0.25 0.177
H 3.519 0.714 0.094 -0.96 0.38 0.02 0.533
H 2.915 2.366 -0.220 -0.12 -1.15 0.15 0.237
H 3.440 1.498 2.587 -1.06 -0.47 0.03 0.443
H 1.994 0.620 3.389 0.68 0.35 -0.67 0.284
H 3.018 -0.159 2.077 -0.46 0.82 0.77 0.472
H 2.289 3.392 1.850 -1.02 -0.37 -0.07 0.723
H 0.742 3.393 0.848 0.69 -0.46 0.49 0.352
H -1.278 3.684 3.336 0.10 -0.62 0.05 0.350
H 1.371 -1.308 1.202 -0.65 0.71 0.49 0.169
H -0.372 -1.301 0.798 0.95 0.43 0.49 0.579
H -1.058 -1.661 2.936 0.79 0.47 0.05 0.285
H -0.192 -0.135 3.480 0.15 -1.11 -0.26 0.364
H -0.003 -5.145 3.650 -0.01 1.12 -0.52 0.334
H -0.530 -4.417 2.070 0.24 0.28 0.97 0.186
H -1.145 -3.715 3.661 0.72 -0.61 -0.58 0.349
F 4.562 3.282 -1.343 0.09 0.88 -0.30 -0.364
Al 5.106 4.856 -1.919 0.40 0.47 -0.24 0.653
F 4.329 6.105 -0.977 0.41 -1.09 -0.61 -0.444
F 4.668 5.033 -3.598 0.19 -0.27 1.32 -0.430
F 6.835 4.975 -1.744 -1.40 -0.21 -0.07 -0.425
```
Forces are in eV/Å.

The value obtained for the gap between HOMO and LUMO is 7.9 eV. As for the total charge: 0.

The ion CH2N2O3P with charge -1, computed with wB97M-V/def2-TZVPD.

XYZ file:
```
9
Properties=species:S:1:pos:R:3:forces:R:3:mulliken_charge:R:1
N 2.540 0.414 0.523 1.64 0.94 0.26 -0.430
C 1.574 -0.173 0.402 -0.20 0.20 0.04 0.301
P 0.063 -1.002 0.109 -1.68 -3.72 -1.07 0.804
O 0.007 -1.205 -1.382 -0.04 0.80 1.27 -0.709
O -0.006 -2.169 1.056 0.09 1.57 -0.69 -0.739
O -1.013 0.102 0.640 -1.31 -0.98 0.23 -0.266
N -1.213 1.296 -0.082 2.29 1.53 -0.80 -0.433
H -1.771 1.278 -0.989 1.22 -1.30 1.39 0.244
H -0.180 1.459 -0.278 -2.01 0.97 -0.64 0.228
```
Forces are in eV/Å.

The energy relative to the best compared isomer or geometry (same formula, charge and spin) comes out at 3.3 kcal per mole. The value obtained for the gap between HOMO and LUMO is 10.0 eV. As for the total charge: -1. Its structure (SMILES) is N#C[P@@](=O)([O-])ON.

total charge of number 2 (C9H14N2PRu)? 0